{"formula": "C12H18FNO2", "method": "the ωB97M-V functional and the def2-TZVPD basis", "species": ["O", "C", "C", "N", "H", "C", "C", "H", "C", "C", "H", "H", "O", "C", "C", "C", "C", "C", "C", "H", "H", "H", "H", "F", "H", "H", "H", "H", "H", "H", "H", "H", "H", "H"], "coordinates": [[2.461, 2.156, -0.867], [2.025, 2.240, 0.467], [2.454, 1.049, 1.349], [1.754, -0.201, 1.145], [0.752, -0.046, 1.198], [2.098, -0.958, -0.047], [1.854, -2.454, 0.184], [2.218, -3.005, -0.686], [0.392, -2.825, 0.441], [-0.516, -2.643, -0.779], [-1.492, -3.112, -0.600], [-0.062, -3.118, -1.653], [-0.685, -1.297, -1.174], [-1.404, -0.448, -0.401], [-1.311, 0.911, -0.730], [-1.997, 1.888, -0.046], [-2.814, 1.522, 1.013], [-2.926, 0.189, 1.358], [-2.232, -0.790, 0.664], [-2.344, -1.822, 0.957], [-3.560, -0.104, 2.180], [-3.355, 2.277, 1.560], [-1.884, 2.919, -0.345], [-0.495, 1.266, -1.750], [0.017, -2.234, 1.278], [0.342, -3.878, 0.726], [2.438, -2.760, 1.053], [1.556, -0.638, -0.947], [3.165, -0.814, -0.235], [3.521, 0.868, 1.198], [2.297, 1.339, 2.393], [2.483, 3.149, 0.868], [0.932, 2.355, 0.518], [1.903, 1.536, -1.349]], "mulliken_charge": [-0.582, -0.169, -0.844, -0.198, 0.113, -0.367, -1.136, 0.379, -0.429, -0.730, 0.349, 0.429, -0.476, 0.315, 0.819, -0.305, -0.483, -0.819, -0.492, 0.354, 0.397, 0.392, 0.480, -0.419, 0.285, 0.401, 0.403, 0.095, 0.640, 0.417, 0.383, 0.416, 0.064, 0.319], "energy_ev": -21037.91669, "relative_energy_kj_mol": 4.63, "lumo_ev": 0.8483}